Entry 1:
Here is C2H26CdF6NO17S2 as an isolated structure at a distorted geometry from OMol25. Energies are from wB97M-V/def2-TZVPD.

Properties
**Charge**: +2
**Relative energy (zero: lowest compared OMol25 entry of this formula, charge and spin)**: 0.956 eV
**F_max**: 7.53 eV/Å
**<S²>**: 0.76
**2S+1**: 2

XYZ file:
```
55
Properties=species:S:1:pos:R:3:forces:R:3:mulliken_spin:R:1
Cd 1.435395 -1.686192 -1.520974 1.290 -0.901 -1.945 0.001
C 0.448545 2.505348 -0.898684 -0.794 1.284 0.605 0.006
F -0.400425 3.509438 -0.580124 0.582 -1.052 0.229 0.002
F 0.678745 2.642518 -2.185984 0.410 -0.830 0.188 0.003
F 1.563015 2.623368 -0.161324 -0.862 -0.613 -0.644 0.003
S -0.554725 0.869808 -0.516614 0.209 1.226 0.959 0.003
O -1.421345 1.316758 0.603216 1.676 -1.004 -1.309 0.046
O -1.242295 0.569778 -1.715944 0.344 -0.888 -0.502 0.001
N 0.698145 -0.407152 -0.184304 -4.703 5.730 1.343 0.005
S 0.895455 -0.384742 1.374316 2.149 -1.172 4.137 -0.004
O 2.088305 -1.183442 1.609146 -1.236 0.100 -0.436 0.017
O 0.869985 0.864808 2.116006 -0.675 -0.689 -1.507 0.023
C -0.566295 -1.429972 2.081766 0.610 1.891 -0.128 -0.001
F -1.768235 -0.970912 1.668776 0.605 -0.721 0.202 -0.001
F -0.409845 -2.677252 1.682816 -0.307 -0.229 0.400 0.000
F -0.483775 -1.271722 3.393416 -0.183 -0.676 -0.348 0.000
O 3.329585 1.720178 -3.623844 -0.237 -1.144 -0.812 0.000
H 3.399905 2.550718 -3.153204 0.212 0.598 1.041 0.000
H 3.718705 1.896098 -4.480504 0.124 -0.258 -0.370 0.000
O 1.561175 5.471078 0.458706 0.115 -0.211 -0.407 0.040
H 0.679545 5.340378 0.807816 -0.319 0.154 0.117 -0.002
H 2.143075 5.208078 1.171766 0.278 0.111 0.320 -0.001
O 1.729555 -0.264392 -3.081304 -1.304 -1.118 -0.721 0.000
H 1.583345 -0.582112 -3.972314 -0.074 0.069 -0.450 0.000
H 2.301295 0.495798 -3.188374 1.436 1.562 -0.213 0.000
O -1.340465 3.489148 2.422146 0.321 0.928 -0.003 0.512
H -2.138345 3.235088 2.885906 -0.804 0.005 0.586 -0.010
H -1.058335 2.691178 1.975076 0.562 -1.144 -0.631 -0.021
O -0.494805 -2.256422 -2.359294 -0.586 -0.446 -0.341 -0.001
H -0.851505 -2.189132 -3.244994 -0.142 0.178 -0.473 0.000
H -1.029935 -2.927372 -1.935394 -0.409 -0.222 0.159 0.000
O 3.423215 -1.058382 -0.992594 1.244 -0.281 -0.085 0.000
H 3.814985 -0.328082 -0.513614 -0.082 0.437 0.326 0.000
H 4.105125 -1.729982 -1.005944 0.490 -0.239 -0.018 0.000
O 1.176425 -3.409752 -0.368164 -0.171 -1.442 0.357 0.000
H 1.644335 -3.791802 0.374346 0.501 0.031 0.470 0.000
H 0.400625 -3.960702 -0.472144 -0.234 -0.414 -0.070 0.000
O -4.680275 -2.416602 2.355666 0.351 -0.132 -0.240 0.090
H -4.181515 -1.663342 2.672006 0.137 0.185 0.205 -0.004
H -5.595985 -2.169102 2.483936 -0.463 -0.045 0.043 -0.003
O -0.673705 -3.489522 6.027336 -0.034 -0.205 -0.280 0.001
H 0.170765 -3.116972 6.280936 0.261 0.040 0.195 0.000
H -1.200765 -2.734142 5.766886 -0.210 0.159 0.062 0.000
O 3.437845 3.715338 -2.044194 0.186 0.190 -0.088 0.000
H 2.747805 4.193748 -2.503774 -0.207 0.666 -0.013 0.000
H 3.119195 3.639588 -1.144774 0.057 0.154 0.291 0.000
O -4.333505 0.193028 -0.249174 -0.119 -0.543 0.041 0.294
H -4.322715 0.938568 -0.849404 -0.052 0.516 -0.594 -0.009
H -3.800805 0.475678 0.494186 0.320 0.151 0.488 -0.012
O -1.262425 -6.104242 2.254576 0.103 -0.020 -0.461 0.000
H -1.312935 -5.170072 2.052076 -0.205 0.208 0.142 0.000
H -0.726595 -6.149512 3.046456 0.095 -0.116 0.365 0.000
O -2.527485 2.112228 -3.503854 -0.114 0.202 0.117 0.023
H -3.037515 1.690508 -4.195414 -0.260 0.049 -0.314 -0.001
H -1.747565 1.564768 -3.413034 0.117 -0.069 0.013 -0.001
```
Positions in Å, forces in eV/Å.

***

Entry 2:
Here is a 2-piece molecular cluster, C3H4N2O overall at a distorted geometry from OMol25. Energies are from wB97M-V/def2-TZVPD.

Properties
**Charge**: 0
**Relative energy (zero: lowest compared OMol25 entry of this formula, charge and spin)**: 3.476 eV
**F_max**: 5.12 eV/Å
**2S+1**: 1

XYZ file:
```
10
Properties=species:S:1:pos:R:3:forces:R:3:mulliken_charge:R:1
C 3.464660 -0.259325 -0.177492 -4.853 1.562 -0.424 -0.015
C 1.623001 0.787537 -0.115988 4.256 0.323 0.787 0.518
C 0.442585 -0.012340 -0.084294 -2.355 -2.299 0.046 -0.456
N 4.493831 -0.668566 0.070889 2.238 -0.876 0.409 -0.382
N -0.808648 0.738766 -0.114405 0.940 0.136 3.601 -0.488
O 1.900061 1.885048 0.092391 -0.455 0.368 -0.355 -0.276
H 0.511618 -0.755050 0.781054 0.042 1.439 -0.381 0.277
H 0.488340 -0.801716 -0.835755 -0.054 0.436 -0.632 0.351
H -1.219437 1.078074 -0.925228 -0.107 0.253 -2.058 0.221
H -0.885614 1.493348 0.613503 0.348 -1.341 -0.994 0.249
```
Positions in Å, forces in eV/Å.

***

Entry 3:
Here is C24H14Cl2CoN6O2Se as an isolated structure from OMol25. Energies are from wB97M-V/def2-TZVPD.

Properties
**Charge**: +1
**Relative energy (zero: lowest compared OMol25 entry of this formula, charge and spin)**: 0.000 eV
**F_max**: 0.75 eV/Å
**<S²>**: 6.03
**2S+1**: 5

XYZ file:
```
50
Properties=species:S:1:pos:R:3:forces:R:3:mulliken_spin:R:1
Co -0.298418 -0.288578 0.385171 -0.132 -0.077 0.696 2.709
Cl 6.488046 -1.116953 0.481903 0.037 0.007 -0.041 0.009
C 4.826345 -1.172493 0.895386 -0.118 0.023 -0.073 0.020
C 3.881990 -0.896235 -0.050933 0.266 -0.005 0.042 0.052
C 2.507873 -0.951335 0.276657 -0.025 -0.037 -0.163 0.148
N 1.535548 -0.771807 -0.605897 -0.187 -0.206 0.295 0.342
C 1.502228 0.034256 -1.717211 0.151 0.177 -0.164 -0.048
O 1.419772 -0.311587 -2.867435 0.114 0.074 0.035 0.016
C 1.321291 1.472998 -1.261552 -0.045 0.003 -0.058 0.029
C 1.959224 2.546070 -1.849328 -0.037 -0.052 -0.056 0.001
C 1.762747 3.806658 -1.302248 -0.048 -0.046 0.039 0.002
C 0.924439 3.940492 -0.206561 -0.001 0.054 0.006 0.001
C 0.300938 2.815724 0.305770 -0.065 -0.010 -0.012 0.025
N 0.496819 1.599263 -0.205457 0.044 -0.041 -0.110 0.013
C 2.109587 -1.234706 1.642761 0.002 -0.013 0.117 0.243
C 3.096703 -1.550872 2.579670 0.127 -0.057 0.053 -0.080
C 4.428406 -1.522774 2.220297 -0.171 0.035 -0.076 0.172
Cl 5.612046 -1.893392 3.391063 0.033 -0.025 0.062 0.039
N 0.779002 -1.082506 1.869842 -0.046 -0.059 -0.166 0.161
C 0.145656 -1.356139 3.049764 0.370 0.031 -0.103 -0.062
O 0.634615 -1.814382 4.061960 -0.140 0.022 0.040 0.072
C -1.331399 -1.041480 2.975944 -0.183 -0.027 0.076 0.042
C -2.154936 -1.357056 4.041871 0.044 -0.020 0.060 0.001
C -3.515343 -1.115034 3.935035 0.069 0.034 -0.106 0.002
C -4.005248 -0.575485 2.755046 -0.032 -0.001 0.042 0.005
C -3.116228 -0.281294 1.736759 -0.118 0.074 0.014 0.012
N -1.804887 -0.495298 1.843589 0.001 0.072 0.122 0.025
H 4.177786 -0.675417 -1.068097 0.017 -0.006 0.009 0.001
H 2.593999 2.382888 -2.709349 -0.006 0.008 0.004 -0.001
H 2.256353 4.672453 -1.722507 0.010 -0.010 -0.006 0.000
H 0.749394 4.904338 0.249826 0.001 -0.010 0.001 0.000
H -0.372460 2.882364 1.151370 -0.001 0.003 -0.003 -0.001
H 2.817432 -1.800433 3.590223 0.006 0.025 0.010 -0.002
H -1.711595 -1.790740 4.927226 0.015 0.001 -0.019 0.001
H -4.182330 -1.349507 4.753358 -0.001 -0.010 -0.002 0.000
H -5.060470 -0.383813 2.621595 0.013 0.009 -0.016 0.000
H -3.468589 0.139478 0.802328 0.034 -0.015 -0.006 0.001
Se -0.932060 -3.011243 -1.623281 0.137 -0.012 0.441 0.004
N -1.337621 -1.368830 -1.047237 0.046 0.335 -0.666 0.031
C -1.778130 -0.676126 -2.105347 -0.051 -0.590 0.082 -0.041
C -2.208961 0.673366 -2.083638 -0.083 0.287 -0.175 0.033
C -2.602338 1.242743 -3.257493 0.095 0.009 0.421 0.009
C -2.613168 0.513928 -4.480687 -0.025 -0.249 -0.302 -0.002
C -2.244787 -0.792323 -4.537879 -0.087 0.249 -0.185 0.003
C -1.814584 -1.423489 -3.341307 0.101 -0.032 0.401 -0.004
N -1.412373 -2.680498 -3.251622 -0.144 0.016 -0.531 0.012
H -2.237171 1.220405 -1.148861 0.039 0.069 -0.026 0.003
H -2.922758 2.276473 -3.268692 -0.034 -0.015 0.016 0.000
H -2.946559 1.021117 -5.376044 0.035 -0.022 -0.014 0.000
H -2.255822 -1.363187 -5.455747 -0.025 0.027 -0.005 0.000
```
Positions in Å, forces in eV/Å.

***

Which of these has the lowest charge?
C3H4N2O

***

What is the charge in the first record?
+2